# 1
Here is C33H28F9O4P3Sm as an isolated structure at a distorted geometry from the Open Molecules 2025 dataset. Energies are from ωB97M-V with the def2-TZVPD basis set.

Summary:
Orbital gap (alpha / beta) (eV): 6.31 / 7.06
⟨S²⟩: 8.76
LUMO (alpha / beta) (eV): -5.03 / -4.30
Relative energy (zero: lowest compared OMol25 entry of this formula, charge and spin) (kJ/mol): 94.8
Multiplicity: 6
Charge: +1

Geometry (Å):
Sm: -0.449 -1.132 1.474
O: -3.660 -3.839 0.763
C: -2.878 -2.941 0.643
O: -2.453 -2.300 1.720
C: -2.381 -2.282 -0.763
O: -3.171 -2.463 -1.659
O: -1.239 -1.568 -0.602
C: 2.435 -3.792 -1.925
P: 1.967 -2.175 -1.176
C: 3.646 -1.371 -1.506
C: 1.994 -2.499 0.647
C: 2.419 -1.370 1.377
C: 2.180 -1.240 2.747
C: 1.477 -2.214 3.423
C: 0.930 -3.333 2.713
C: 1.177 -3.496 1.325
P: 0.708 -5.084 0.568
C: 1.604 -6.316 1.605
C: -0.988 -5.440 1.051
H: 2.997 -3.642 -2.822
H: 1.564 -4.385 -2.174
H: 2.884 -4.491 -1.201
H: 3.631 -0.402 -0.996
H: 3.664 -1.279 -2.579
H: 4.506 -1.932 -1.164
H: 3.043 -0.632 0.831
H: 2.532 -0.418 3.408
H: 1.358 -2.099 4.517
H: 0.296 -3.996 3.256
H: 1.119 -6.703 2.516
H: 2.617 -5.964 1.830
H: 1.723 -7.227 0.945
H: -1.431 -4.743 1.752
H: -1.053 -6.443 1.524
H: -1.711 -5.349 0.221
F: 4.277 5.983 0.586
C: 4.312 5.435 -0.685
F: 4.263 6.459 -1.585
F: 5.591 4.859 -0.840
C: 3.184 4.374 -0.863
C: 3.505 3.037 -0.819
C: 2.468 2.127 -0.707
C: 1.078 2.521 -0.800
C: 0.819 3.862 -1.137
C: 1.844 4.783 -1.111
P: -0.255 1.381 -0.630
C: -1.047 1.946 0.847
C: -2.431 2.155 1.004
C: -3.086 2.109 2.245
C: -2.319 1.896 3.409
C: -0.918 1.780 3.286
C: -0.303 1.785 2.022
C: -2.941 2.036 4.799
F: -3.959 1.096 4.978
F: -1.981 1.766 5.770
F: -3.423 3.265 5.034
C: -1.447 1.615 -1.893
C: -1.083 2.263 -3.096
C: -1.897 2.448 -4.211
C: -3.269 2.144 -4.079
C: -3.686 1.493 -2.906
C: -2.773 1.125 -1.952
C: -4.242 2.375 -5.223
F: -4.068 1.527 -6.286
F: -5.526 2.130 -4.667
F: -4.257 3.662 -5.772
H: 4.566 2.784 -0.655
H: 2.648 1.065 -0.323
H: -0.220 4.273 -1.300
H: 1.608 5.859 -1.223
H: -3.052 2.290 0.084
H: -4.162 2.181 2.354
H: -0.328 1.597 4.174
H: 0.761 1.865 1.984
H: -0.081 2.616 -3.225
H: -1.472 2.909 -5.088
H: -4.727 1.234 -2.699
H: -3.027 0.449 -1.093

***

# 2
Here is a 2-piece molecular cluster, C3H8O3 overall at a distorted geometry from the Open Molecules 2025 dataset. Energies are from ωB97M-V with the def2-TZVPD basis set.

Summary:
Orbital gap (eV): 10.94
LUMO (eV): 0.38
Relative energy (zero: lowest compared OMol25 entry of this formula, charge and spin) (kJ/mol): 107.6
Structure (SMILES): O=CO.CCO

Geometry (Å):
O: 0.279 3.554 0.306
C: 0.024 2.826 -0.619
O: 0.061 3.233 -1.896
H: -0.246 1.741 -0.523
H: -0.197 2.501 -2.466
C: -0.731 -1.368 0.068
C: 0.619 -1.341 0.772
O: 1.079 -2.559 1.298
H: -0.919 -0.366 -0.345
H: -1.553 -1.623 0.726
H: -0.753 -2.086 -0.756
H: 1.378 -1.027 0.053
H: 0.576 -0.558 1.536
H: 0.382 -2.927 1.847

***

# 3
Here is C17H31BeN3P2 as an isolated structure at a distorted geometry from the Open Molecules 2025 dataset. Energies are from ωB97M-V with the def2-TZVPD basis set.

Summary:
Orbital gap (eV): 6.94
LUMO (eV): 0.18
Relative energy (zero: lowest compared OMol25 entry of this formula, charge and spin) (kJ/mol): 310.0

Geometry (Å):
P: 0.778 2.498 -0.464
P: -0.509 -0.110 -2.078
C: 0.725 2.237 -2.385
C: -0.494 1.528 -2.955
H: 1.655 1.719 -2.667
H: 0.781 3.245 -2.808
H: -1.455 2.046 -2.800
H: -0.448 1.340 -4.045
C: 0.654 -1.125 -3.060
H: 0.718 -2.170 -2.762
H: 1.664 -0.721 -3.048
H: 0.244 -1.072 -4.063
C: -2.071 -0.747 -2.754
H: -1.863 -1.058 -3.780
H: -2.813 0.053 -2.725
H: -2.479 -1.608 -2.216
C: 2.057 3.838 -0.568
H: 2.278 4.244 0.426
H: 1.637 4.637 -1.206
H: 2.952 3.380 -1.006
C: -0.669 3.631 -0.401
H: -1.600 3.076 -0.523
H: -0.587 4.364 -1.206
H: -0.672 4.175 0.545
Be: 1.139 2.343 1.616
C: -1.117 -4.212 1.305
C: -0.051 -4.440 0.564
C: 0.886 -3.397 0.031
C: 0.928 -2.083 0.810
C: 0.095 -1.031 0.235
C: -1.268 -0.933 0.113
C: -2.251 -1.961 0.548
C: -1.788 -2.896 1.699
C: 1.077 3.647 2.640
H: -1.614 -5.045 1.861
H: 0.240 -5.468 0.272
H: 0.608 -3.185 -1.012
H: 1.903 -3.796 -0.003
H: 0.667 -2.181 1.863
H: 1.954 -1.681 0.783
H: 0.692 -0.074 0.099
H: -1.599 0.128 0.013
H: -2.461 -2.612 -0.301
H: -3.204 -1.494 0.841
H: -1.129 -2.332 2.374
H: -2.686 -3.123 2.287
H: 0.988 3.293 3.676
H: 0.339 4.416 2.412
H: 2.089 4.087 2.565
N: 1.090 0.902 2.365
C: 1.103 0.080 3.260
N: 1.012 -0.460 4.408
C: 0.975 -1.536 5.176
N: 0.901 -2.355 6.049

***

# 4
Here is a 2-piece molecular cluster, C10H17BFN4O5 overall at a distorted geometry from the Open Molecules 2025 dataset. Energies are from ωB97M-V with the def2-TZVPD basis set.

Summary:
Orbital gap (eV): 10.53
LUMO (eV): -3.03
Charge: +1

Geometry (Å):
C: -0.309 -3.171 -0.859
B: -0.439 -2.247 -2.127
O: -0.010 -2.654 -3.354
N: -1.008 -0.878 -1.979
C: -2.293 -0.673 -2.432
O: -2.720 -0.901 -3.522
O: -3.068 -0.081 -1.424
C: -3.366 -0.878 -0.360
O: -2.878 -0.693 0.717
N: -4.272 -1.922 -0.627
C: -5.100 -1.879 -1.762
O: -5.716 -0.954 -2.151
F: -5.149 -3.110 -2.314
H: 0.393 -2.774 -0.119
H: -1.276 -3.279 -0.358
H: 0.045 -4.163 -1.138
H: -0.661 -3.071 -3.935
H: -0.886 -0.476 -1.060
H: -3.886 -2.839 -0.437
C: 4.236 3.080 3.013
C: 4.254 2.145 1.815
N: 2.904 1.650 1.483
C: 2.505 0.335 1.476
C: 1.200 0.318 1.111
N: 0.826 1.623 0.895
C: 1.872 2.407 1.128
C: -0.504 2.089 0.487
H: 3.808 2.588 3.886
H: 5.253 3.383 3.252
H: 3.658 3.982 2.810
H: 4.867 1.270 2.014
H: 4.655 2.638 0.931
H: 3.191 -0.452 1.735
H: 0.498 -0.488 0.992
H: 1.881 3.479 1.036
H: -0.430 2.642 -0.446
H: -0.916 2.722 1.268
H: -1.159 1.233 0.354

***

# 5
Here is a 4-piece molecular cluster, C48H88N5O5 overall at a distorted geometry from the Open Molecules 2025 dataset. Energies are from ωB97M-V with the def2-TZVPD basis set.

Summary:
Orbital gap (eV): 4.26
LUMO (eV): -4.76
Relative energy (zero: lowest compared OMol25 entry of this formula, charge and spin) (kJ/mol): 2711.4
Charge: +1

Geometry (Å):
C: 0.312 -1.000 1.456
C: 1.069 -1.362 0.305
C: 1.954 -1.807 -1.017
C: 3.561 -2.152 -0.710
C: 4.204 -2.021 0.811
O: 4.374 -3.198 1.473
O: 4.579 -0.762 1.475
C: 5.726 -0.107 0.826
C: 6.287 1.035 1.910
O: 5.611 2.354 1.679
C: 4.430 -2.624 -2.048
C: 6.034 -3.026 -1.796
C: 6.089 -4.678 -2.054
C: 4.850 -5.544 -1.341
C: 4.697 -7.193 -1.518
C: 5.830 -7.965 -2.443
C: 5.654 -9.607 -2.659
C: 7.068 -7.095 -3.133
C: 7.224 -5.439 -2.960
C: 3.716 -2.688 -3.559
C: 4.669 -3.122 -4.854
N: 4.859 -1.840 -5.693
C: 5.161 -2.185 -7.143
N: 2.220 -2.351 -3.731
O: 1.695 -2.466 -4.993
C: 1.335 -3.872 -5.230
C: -0.138 -4.113 -5.905
C: -0.575 -2.920 -6.993
C: -1.366 -4.345 -4.844
C: -1.028 -5.349 -3.593
C: -2.581 -5.097 -5.713
C: 1.321 -1.925 -2.560
C: -0.289 -1.602 -2.689
O: -0.680 -0.901 -3.921
C: -0.350 0.528 -3.804
C: 0.426 0.933 -5.225
C: -0.189 2.323 -5.859
H: -0.395 -1.123 2.406
H: 5.313 0.401 -0.164
H: 6.597 -0.824 0.514
H: 6.143 0.675 3.038
H: 7.443 1.239 1.786
H: 5.579 2.477 0.667
H: 6.751 -2.477 -2.577
H: 6.419 -2.725 -0.733
H: 3.992 -5.027 -0.699
H: 3.774 -7.726 -1.003
H: 6.301 -9.998 -3.575
H: 5.862 -10.226 -1.681
H: 4.524 -9.816 -2.974
H: 7.819 -7.713 -3.792
H: 8.079 -4.816 -3.473
H: 5.757 -3.444 -4.540
H: 4.225 -4.000 -5.487
H: 5.749 -1.388 -5.323
H: 4.154 -1.980 -7.741
H: 5.987 -1.438 -7.563
H: 5.584 -3.264 -7.306
H: 1.535 -4.459 -4.238
H: 2.131 -4.287 -6.018
H: -0.057 -5.098 -6.562
H: -1.632 -2.447 -6.734
H: 0.255 -2.108 -7.139
H: -0.719 -3.433 -8.059
H: -1.836 -3.303 -4.520
H: -0.440 -6.270 -4.041
H: -2.018 -5.684 -3.017
H: -0.330 -4.859 -2.768
H: -2.051 -6.034 -6.228
H: -3.086 -4.392 -6.499
H: -3.340 -5.567 -4.932
H: -0.735 -0.991 -1.790
H: -0.860 -2.647 -2.681
H: 0.337 0.679 -2.856
H: -1.354 1.129 -3.723
H: 1.585 0.965 -5.037
H: 0.151 0.071 -6.004
H: -0.604 2.964 -4.968
H: -1.096 2.096 -6.571
H: 0.661 2.912 -6.413
C: -5.536 3.619 2.888
C: -4.689 2.898 1.842
N: -3.579 2.131 2.415
C: -2.588 1.709 1.422
C: -3.047 0.742 0.335
C: -3.935 1.120 3.412
C: -4.931 0.040 3.005
H: -4.914 4.240 3.541
H: -6.259 4.275 2.393
H: -6.102 2.918 3.508
H: -4.279 3.672 1.180
H: -5.340 2.270 1.226
H: -1.719 1.278 1.934
H: -2.200 2.609 0.928
H: -3.192 -0.267 0.726
H: -2.275 0.672 -0.441
H: -3.970 1.068 -0.151
H: -4.339 1.636 4.292
H: -3.023 0.635 3.784
H: -5.815 0.450 2.509
H: -5.280 -0.491 3.897
H: -4.478 -0.705 2.349
C: 0.807 1.849 7.222
C: 1.654 1.128 6.177
N: 2.764 0.361 6.749
C: 3.755 -0.060 5.756
C: 3.296 -1.028 4.670
C: 2.408 -0.650 7.747
C: 1.412 -1.730 7.339
H: 1.429 2.470 7.875
H: 0.084 2.505 6.727
H: 0.241 1.148 7.842
H: 2.064 1.902 5.514
H: 1.003 0.501 5.560
H: 4.624 -0.492 6.269
H: 4.143 0.839 5.262
H: 3.151 -2.036 5.061
H: 4.068 -1.098 3.894
H: 2.373 -0.702 4.183
H: 2.004 -0.134 8.627
H: 3.320 -1.135 8.119
H: 0.528 -1.320 6.843
H: 1.063 -2.261 8.231
H: 1.865 -2.475 6.683
C: -8.463 10.337 1.421
C: -8.472 8.997 2.153
N: -7.137 8.535 2.543
C: -7.103 7.127 2.948
C: -7.894 6.732 4.191
C: -6.352 9.445 3.378
C: -6.962 9.901 4.699
H: -7.780 10.316 0.566
H: -9.466 10.560 1.043
H: -8.173 11.159 2.081
H: -8.913 8.264 1.465
H: -9.145 9.064 3.014
H: -6.060 6.810 3.078
H: -7.474 6.524 2.109
H: -7.413 7.083 5.105
H: -7.945 5.639 4.259
H: -8.922 7.105 4.167
H: -6.123 10.340 2.786
H: -5.368 9.002 3.580
H: -7.996 10.240 4.590
H: -6.387 10.745 5.095
H: -6.932 9.114 5.454

***

# 6
Here is one molecule with the formula C5H8O from the Open Molecules 2025 dataset. Energies are from ωB97M-V with the def2-TZVPD basis set.

Summary:
Orbital gap (eV): 9.58
LUMO (eV): 1.15
Relative energy (zero: lowest compared OMol25 entry of this formula, charge and spin) (kJ/mol): 107.3
Structure (SMILES): C[C@H]1CC=CO1

Geometry (Å):
C: 1.397 1.031 -0.589
C: 0.280 0.035 -0.428
C: 0.100 -0.838 0.812
C: -1.403 -1.019 0.715
C: -1.900 0.053 0.105
O: -0.946 0.861 -0.437
H: 1.446 1.687 0.283
H: 2.376 0.577 -0.770
H: 1.125 1.636 -1.460
H: 0.254 -0.664 -1.284
H: 0.375 -0.289 1.728
H: 0.651 -1.783 0.801
H: -1.964 -1.893 0.997
H: -2.937 0.365 0.017